No. 1
C7H22Ag3N5O4 | wB97M-V/def2-TZVPD

## Properties
Frontier orbital gap in eV: 2.868
Net charge: +2
Total energy in eV: -35232.765

Element x y z (Å)
Ag 1.857 -1.306 -5.624
Ag 2.889 -2.769 -2.970
Ag 3.606 1.379 -3.779
C 1.054 -0.145 -2.175
O 1.608 -0.643 -3.378
H 1.657 0.658 -1.750
H 0.069 0.303 -2.308
H 1.011 -0.955 -1.448
C -0.045 -2.412 6.555
C -0.275 -1.788 5.106
C 0.898 -1.969 4.067
O 0.707 -1.251 2.912
C 1.486 -1.556 1.732
N -1.535 -2.359 4.621
H 0.669 -1.895 7.197
H 0.348 -3.428 6.529
H -0.938 -2.548 7.164
H -0.537 -0.799 5.482
H 0.755 -3.003 3.754
H 1.911 -1.929 4.468
H 2.042 -2.478 1.905
H 2.230 -0.760 1.763
H 1.073 -1.426 0.732
H -1.270 -3.205 4.137
H -1.732 -1.757 3.834
C 1.398 3.840 -3.312
O 2.282 3.346 -4.052
N 0.207 3.438 -3.174
N 1.709 4.762 -2.506
H -0.478 3.921 -2.610
H -0.113 2.728 -3.817
H 0.991 5.230 -1.972
H 2.624 5.146 -2.694
C -3.907 0.623 -2.727
O -4.867 0.283 -1.997
N -2.892 -0.227 -2.912
N -3.777 1.709 -3.393
H -2.181 0.096 -3.552
H -3.148 -1.180 -2.694
H -2.891 1.918 -3.830
H -4.495 2.410 -3.283

No. 2
C31H31Cl44FN3O3PS | wB97M-V/def2-TZVPD

## Properties
Frontier orbital gap in eV: 7.877
Total energy in eV: -617086.006

Element x y z (Å)
C -5.214 -0.905 5.773
C -5.328 -0.649 4.254
C -4.316 -1.588 3.551
C -4.420 -1.563 2.010
N -3.347 -0.833 1.301
C -2.050 -1.297 1.563
C -1.134 -0.596 2.373
C -1.658 0.707 2.989
C -1.535 1.881 1.993
O -0.200 2.341 1.902
C 0.153 -1.106 2.597
P 1.286 -0.198 3.741
S 0.601 -0.240 5.587
C 0.577 -2.305 1.999
C 1.950 -2.932 2.191
C 3.137 -2.038 1.795
F 4.066 -2.066 2.848
C -0.329 -2.957 1.215
C -1.617 -2.472 1.015
C -2.339 -3.472 0.122
O -3.511 -3.705 -0.043
N -1.267 -4.131 -0.527
C -0.936 -3.798 -1.906
C -0.549 -2.320 -2.098
C -1.725 -1.318 -2.169
C -1.934 -0.698 -3.554
N -3.294 -0.104 -3.581
C -0.214 -4.257 0.408
O 0.535 -5.200 0.505
H -5.107 -1.985 5.907
H -4.286 -0.464 6.146
H -6.088 -0.544 6.314
H -6.322 -0.893 3.871
H -5.018 0.372 4.007
H -4.486 -2.623 3.867
H -3.327 -1.317 3.934
H -4.449 -2.581 1.625
H -5.358 -1.090 1.702
H -3.419 0.164 1.427
H -2.729 0.557 3.147
H -1.212 0.904 3.966
H -1.827 1.502 1.003
H -2.174 2.728 2.252
H 0.192 1.905 1.140
H 2.574 -0.754 3.781
H 1.432 1.145 3.354
H 1.987 -3.811 1.545
H 2.033 -3.293 3.223
H 2.863 -0.987 1.674
H 3.670 -2.417 0.922
H -1.709 -4.097 -2.617
H -0.058 -4.396 -2.174
H -0.028 -2.262 -3.062
H 0.146 -2.045 -1.299
H -2.686 -1.733 -1.848
H -1.504 -0.495 -1.479
H -1.887 -1.449 -4.356
H -1.262 0.141 -3.727
H -3.992 -0.801 -3.796
H -3.332 0.688 -4.210
C 2.417 4.199 4.259
Cl 0.777 4.816 4.498
Cl 2.483 3.281 2.749
Cl 3.547 5.554 4.176
Cl 2.852 3.139 5.602
C 2.727 -3.921 -3.659
Cl 1.513 -5.207 -3.764
Cl 2.260 -2.653 -4.798
Cl 2.761 -3.273 -2.015
Cl 4.322 -4.544 -4.080
C -0.792 1.381 -7.003
Cl -1.570 2.047 -5.546
Cl 0.349 0.131 -6.503
Cl -2.031 0.673 -8.045
Cl 0.058 2.643 -7.896
C 5.280 3.481 -0.402
Cl 5.573 3.700 -2.130
Cl 3.900 2.395 -0.176
Cl 6.710 2.777 0.358
Cl 4.923 5.045 0.338
C 1.681 -5.035 6.229
Cl 0.696 -6.503 6.251
Cl 0.908 -3.820 5.206
Cl 1.839 -4.405 7.871
Cl 3.285 -5.409 5.582
C -2.663 -4.411 -5.925
Cl -2.957 -6.017 -6.597
Cl -3.927 -4.022 -4.748
Cl -1.086 -4.385 -5.124
Cl -2.679 -3.211 -7.224
C 3.093 9.067 1.980
Cl 3.875 10.511 2.633
Cl 1.859 8.503 3.109
Cl 2.337 9.454 0.430
Cl 4.309 7.800 1.740
C -3.742 5.164 0.400
Cl -3.728 3.518 -0.248
Cl -4.882 5.255 1.747
Cl -2.120 5.578 0.970
Cl -4.232 6.292 -0.868
C 4.849 -8.631 -2.637
Cl 3.346 -7.751 -2.937
Cl 5.827 -8.640 -4.111
Cl 5.747 -7.832 -1.340
Cl 4.480 -10.292 -2.163
C 1.680 5.246 -4.633
Cl 0.558 3.897 -4.846
Cl 1.157 6.594 -5.652
Cl 1.693 5.738 -2.932
Cl 3.314 4.729 -5.112
C 3.881 9.022 -3.423
Cl 3.938 7.390 -4.097
Cl 2.359 9.796 -3.884
Cl 3.984 8.929 -1.659
Cl 5.238 9.972 -4.044

No. 3
C3H5FOS | wB97M-V/def2-TZVPD

## Properties
Structure (SMILES): FCCOC=S
Frontier orbital gap in eV: 8.767
Total energy in eV: -18789.226
ΔE to the lowest compared entry with this formula, charge and spin in kcal per mole: 61.7

Element x y z (Å)
F 1.754 2.148 -0.221
C 1.298 0.774 -0.331
C -0.016 0.494 0.338
O -0.523 -0.541 -0.634
C -1.416 -1.317 -0.064
S -2.430 -1.053 1.398
H 1.974 -0.075 -0.025
H 1.250 0.652 -1.574
H 0.246 -0.315 1.185
H -0.554 1.443 0.472
H -1.582 -2.210 -0.544

No. 4
C2H4FNO3 | wB97M-V/def2-TZVPD

## Properties
Frontier orbital gap (alpha / beta) in eV: 8.025 / 8.362
Total energy in eV: -12481.839
ΔE to the lowest compared entry with this formula, charge and spin in kcal per mole: 103.8

Element x y z (Å)
C 1.895 -0.008 0.598
C -0.698 0.519 -0.053
N -1.214 -0.811 0.033
O -1.506 -1.352 1.075
O -1.399 -1.206 -1.127
O -0.587 1.051 -1.212
F -0.794 1.283 1.064
H 1.072 0.014 1.343
H 1.957 -0.790 -0.037
H 2.367 0.871 0.137
H -1.092 0.429 -1.820

No. 5
C9H7NO | wB97M-V/def2-TZVPD

## Properties
Frontier orbital gap in eV: 8.569
Total energy in eV: -12979.538
ΔE to the lowest compared entry with this formula, charge and spin in kcal per mole: 106.8

Element x y z (Å)
C -0.481 -1.031 -1.723
C 0.427 2.024 2.558
C -0.920 2.032 2.113
C 1.398 1.148 2.101
C -1.195 1.157 1.121
C 1.055 0.403 0.951
C -0.262 0.433 0.471
C 0.025 -2.946 -3.047
C -0.535 -0.342 -0.738
N -0.675 -1.752 -2.899
O 0.785 -3.633 -2.317
H 0.631 2.443 3.522
H -1.569 2.712 2.516
H 2.391 1.232 2.496
H -2.153 0.981 0.690
H 1.717 -0.218 0.484
H -0.198 -3.249 -4.110
H -0.441 -1.396 -4.188

No. 6
C15H18IrN4O7P2S | wB97M-V/def2-TZVPD

## Properties
Frontier orbital gap (alpha / beta) in eV: 7.316 / 7.316
Net charge: +1
Total energy in eV: -68392.920
ΔE to the lowest compared entry with this formula, charge and spin in kcal per mole: 6.5

Element x y z (Å)
Ir 1.089 -0.424 -0.872
N 4.398 -0.241 1.801
C 3.218 -0.377 1.175
S 3.294 -0.402 -0.609
N 2.126 -0.447 1.878
N 1.018 -0.640 1.084
C -0.116 -0.994 1.610
C -0.328 -1.180 3.052
C -0.087 -0.127 3.932
C -0.303 -0.305 5.288
C -0.738 -1.533 5.769
C -0.963 -2.588 4.894
C -0.767 -2.413 3.534
C -1.187 -1.289 0.623
C -2.481 -1.640 0.970
C -3.365 -1.998 -0.042
C -2.931 -2.009 -1.354
C -1.635 -1.605 -1.639
N -0.796 -1.239 -0.681
H 5.256 -0.240 1.280
H 4.432 -0.295 2.806
H 0.270 0.822 3.556
H -0.125 0.513 5.971
H -0.898 -1.670 6.830
H -1.291 -3.547 5.269
H -0.939 -3.239 2.856
H -2.782 -1.650 2.006
H -4.380 -2.277 0.205
H -3.584 -2.297 -2.164
H -1.245 -1.561 -2.645
C 0.422 3.494 -3.896
C 0.744 2.313 -2.988
O 2.010 2.445 -2.366
P 0.865 0.746 -3.921
O 2.009 0.956 -4.964
O -0.441 0.576 -4.765
O 1.131 -0.410 -2.989
P -0.608 1.961 -1.768
O -1.058 3.404 -1.312
O -1.692 1.188 -2.435
O 0.053 1.279 -0.541
H 1.219 3.609 -4.629
H 0.351 4.401 -3.294
H -0.527 3.362 -4.415
H 2.017 3.244 -1.822
H 2.447 0.167 -5.304
H -1.209 0.704 -4.143
H -1.894 3.452 -0.835